Density functional theory data (wB97M-V/def2-TZVPD) for a cluster of 6 separate species, C16H30N2O12 in total.

Output
relative energy (zero: lowest compared OMol25 entry of this formula, charge and spin) = 0.00 kJ/mol
multiplicity = 1
HOMO-LUMO gap = 0.414 Ha
SMILES string = COC(=O)OC.COC(=O)OC.COC(=O)OC.COC(=O)OC.CC#N.CC#N
HOMO level = -0.3984 Eh

Each line ends with the Löwdin charge.
Atoms and positions in Å:
C1 -2.0799 2.4697 3.1586  -0.04
O1 -1.2891 1.3181 3.5209  -0.05
C2 -1.9103 0.2361 4.1515  -0.52
O2 -3.0869 0.2234 4.4970  0.10
O3 -1.0604 -0.7672 4.3944  0.00
C3 -1.6057 -1.9139 4.9909  -0.06
H1 -1.5928 2.9229 2.2952  0.06
H2 -2.0651 3.1595 4.0024  0.10
H3 -3.0964 2.2199 2.8546  0.10
H4 -2.2675 -2.3884 4.2663  0.08
H5 -2.1510 -1.6956 5.9091  0.10
H6 -0.8078 -2.6412 5.1407  0.10
C4 -2.0468 -4.3453 2.1902  -0.04
O4 -1.9541 -2.9842 1.7370  -0.06
C5 -2.8658 -2.5295 0.7983  -0.53
O5 -3.8454 -3.1628 0.4199  0.11
O6 -2.5136 -1.3043 0.3936  -0.03
C6 -3.2322 -0.6164 -0.6353  -0.03
H7 -1.2602 -4.3504 2.9448  0.09
H8 -1.7398 -5.0018 1.3761  0.10
H9 -3.0154 -4.6236 2.6057  0.10
H10 -2.8955 0.4166 -0.5483  0.09
H11 -4.3158 -0.7311 -0.6595  0.10
H12 -2.9628 -1.0535 -1.5969  0.09
C7 3.1619 2.8977 1.3986  0.01
O7 2.8347 2.2608 0.1059  -0.02
C8 3.7564 1.9824 -0.7618  -0.64
O8 4.9129 2.2453 -0.7044  0.15
O9 3.1044 1.3144 -1.7510  -0.04
C9 3.9080 0.9139 -2.8448  -0.05
H13 3.0126 3.9725 1.2954  0.09
H14 4.1964 2.8173 1.7324  0.09
H15 2.5510 2.5752 2.2417  0.09
H16 3.8578 -0.1746 -2.8741  0.10
H17 4.9407 1.2578 -2.9018  0.10
H18 3.4151 1.2483 -3.7576  0.09
C10 0.8230 -4.7287 -3.2713  -0.06
O10 1.1361 -3.3697 -3.4271  0.02
C11 0.2769 -2.4620 -2.9981  -0.63
O11 -0.8454 -2.6831 -2.6291  0.14
O12 0.8051 -1.3003 -3.2385  0.03
C12 0.2011 -0.0625 -3.0041  -0.03
H19 1.4183 -5.3725 -3.9188  0.10
H20 -0.1771 -4.9556 -3.6407  0.09
H21 0.8398 -5.0430 -2.2277  0.10
H22 -0.3584 0.3434 -3.8469  0.11
H23 0.9918 0.6512 -2.7729  0.08
H24 -0.4681 -0.0051 -2.1457  0.08
C13 1.1501 4.6810 -2.1519  -0.08
C14 0.6813 4.3513 -3.4861  -0.28
N1 0.3840 4.0616 -4.5742  0.12
H25 0.4029 5.1142 -1.4870  0.07
H26 1.8592 5.4964 -2.2949  0.09
H27 1.4822 3.7508 -1.6910  0.05
C15 0.4375 0.4875 0.7653  -0.03
C16 -0.1944 1.7422 0.2386  -0.26
N2 -0.6148 2.7084 -0.1930  0.16
H28 1.1370 0.5877 1.5952  0.08
H29 1.0067 0.0273 -0.0423  0.07
H30 -0.3665 -0.1884 1.0567  0.06

***

Density functional theory data (wB97M-V/def2-TZVPD) for an isolated molecule of C16H30N2O8.

Output
multiplicity = 1
HOMO-LUMO gap = 0.353 Ha
SMILES string = O=C(O)CN1CCOCCOCCN(CC(=O)O)CCOCCOCC1
HOMO level = -0.3252 Eh

Each line ends with the Löwdin charge.
Atoms and positions in Å:
O1 -3.5725 -0.3989 -2.4808  0.10
C1 -3.0783 0.2408 -1.5925  -0.54
O2 -1.8751 0.7886 -1.6984  0.10
C2 -3.7779 0.5055 -0.2557  -0.08
N1 -2.8329 0.3621 0.8379  -0.17
C3 -2.6328 1.5469 1.6596  -0.15
C4 -1.1660 1.9818 1.6698  -0.17
O3 -0.7966 2.3712 0.3555  -0.18
C5 0.3457 3.2154 0.3295  -0.16
C6 0.9480 3.2812 -1.0778  -0.16
O4 1.8981 2.2785 -1.3385  -0.13
C7 1.3384 1.0220 -1.6645  -0.18
C8 2.4653 0.0140 -1.9079  -0.13
N2 2.8356 -0.6731 -0.6870  -0.18
C9 3.5356 0.1593 0.2682  -0.06
C10 2.6021 0.6951 1.3550  -0.52
O5 2.8493 1.6894 1.9857  0.09
O6 1.4982 -0.0053 1.5630  0.10
C11 3.3150 -2.0318 -0.8143  -0.16
C12 2.6522 -2.9071 0.2771  -0.17
O7 1.3182 -2.5227 0.5258  -0.17
C13 0.3936 -2.8206 -0.5054  -0.15
C14 -0.8969 -2.0426 -0.2732  -0.17
O8 -1.6679 -2.6941 0.7094  -0.12
C15 -2.9621 -2.1675 0.8647  -0.18
C16 -3.0247 -0.8394 1.6379  -0.15
H1 -1.5996 1.2642 -0.8799  0.08
H2 -4.1646 1.5300 -0.3111  0.13
H3 -4.6391 -0.1654 -0.1617  0.13
H4 -2.9486 1.3712 2.6951  0.12
H5 -3.2227 2.3813 1.2687  0.12
H6 -1.0530 2.8324 2.3535  0.13
H7 -0.5146 1.1683 2.0109  0.12
H8 1.1079 2.8520 1.0255  0.11
H9 0.0444 4.2258 0.6420  0.13
H10 1.4948 4.2220 -1.1752  0.13
H11 0.1403 3.2498 -1.8221  0.13
H12 0.7227 1.1221 -2.5700  0.13
H13 0.6939 0.6602 -0.8569  0.11
H14 2.1101 -0.7248 -2.6277  0.12
H15 3.3140 0.5560 -2.3533  0.13
H16 4.0025 1.0268 -0.2134  0.14
H17 4.3235 -0.4074 0.7764  0.14
H18 1.4659 -0.8382 1.0219  0.08
H19 4.4074 -2.1160 -0.7175  0.12
H20 3.0459 -2.4152 -1.7999  0.11
H21 2.7126 -3.9665 -0.0014  0.13
H22 3.1596 -2.7674 1.2349  0.13
H23 0.1755 -3.8961 -0.5062  0.14
H24 0.7994 -2.5323 -1.4801  0.12
H25 -0.6589 -1.0193 0.0415  0.11
H26 -1.4579 -1.9990 -1.2183  0.13
H27 -3.4480 -2.0737 -0.1158  0.12
H28 -3.4955 -2.9227 1.4481  0.13
H29 -2.2320 -0.8641 2.3889  0.13
H30 -3.9976 -0.8023 2.1600  0.13

***

Density functional theory data (wB97M-V/def2-TZVPD) for a structure of composition C16H30NOPPb.

Output
total charge = +2
relative energy (zero: lowest compared OMol25 entry of this formula, charge and spin) = 0.00 kJ/mol
multiplicity = 1
HOMO-LUMO gap (alpha / beta) = 0.206 / 0.174 Ha
HOMO level (alpha / beta) = -0.5418 / -0.5373 Eh

Each line ends with the Löwdin charge.
Atoms and positions in Å:
C1 -0.5348 -3.7709 -0.1741  -0.02
C2 0.6643 -3.0802 -0.2911  -0.03
C3 0.7564 -1.7148 0.0408  -0.26
C4 -0.3695 -1.0855 0.5716  -0.22
C5 -1.6147 -1.7365 0.5375  -0.35
C6 -1.6882 -3.0959 0.2103  -0.01
C7 2.0717 -1.0289 -0.1813  -0.10
C8 2.4510 -0.8720 -1.6848  -0.10
N1 1.4807 -0.1484 -2.4628  -0.10
Pb1 -0.4234 0.6839 2.0852  1.55
C9 -2.8802 -0.9505 0.8389  -0.37
P1 -2.8428 0.6526 -0.1427  0.79
H1 1.5583 -3.6021 -0.6312  0.13
H2 -2.6510 -3.6101 0.2650  0.14
H3 -0.5832 -4.8306 -0.4159  0.13
H4 -2.9831 -0.6948 1.9108  0.07
H5 -3.7992 -1.4700 0.5115  0.10
H6 2.0810 -0.0378 0.2977  0.08
H7 2.8891 -1.6052 0.2879  0.15
H8 3.4012 -0.3187 -1.7892  0.15
C10 -4.4522 1.3606 0.3494  -0.27
C11 -3.4030 -0.2127 -1.6640  -0.26
H9 2.5639 -1.8774 -2.1290  0.15
C12 0.4225 -0.8567 -3.1099  0.01
C13 1.7136 1.2116 -2.8574  0.00
H10 -0.5935 1.6142 -0.7239  -0.03
H11 0.6591 -1.0366 -4.1772  0.15
H12 0.2689 -1.8252 -2.6115  0.10
H13 -0.5080 -0.2656 -3.0582  0.11
H14 2.2703 1.2757 -3.8107  0.14
H15 0.7519 1.7259 -2.9938  0.10
H16 2.2962 1.7338 -2.0855  0.12
H17 -4.4212 -0.5994 -1.5051  0.06
H18 -3.3847 0.4866 -2.5056  0.05
H19 -2.7291 -1.0439 -1.9001  0.03
H20 -5.2631 0.6566 0.1208  0.06
H21 -4.4438 1.6247 1.4127  0.05
H22 -4.6029 2.2841 -0.2234  0.05
H23 -0.9669 2.2364 -0.9171  0.04
C14 2.3177 3.3819 2.7384  -0.05
C15 2.5142 1.8828 2.6443  -0.56
C16 2.5140 1.1842 3.9943  -0.06
O1 1.5855 1.3224 1.7304  -0.45
H24 1.2776 3.6362 2.9748  0.08
H25 2.5785 3.8533 1.7879  0.09
H26 2.9692 3.8039 3.5122  0.10
H27 3.5064 1.7261 2.1945  0.15
H28 1.5123 1.1643 4.4517  0.07
H29 2.8786 0.1542 3.8902  0.09
H30 3.1844 1.7140 4.6869  0.10

***

Density functional theory data (wB97M-V/def2-TZVPD) for a structure of composition C16H30O19P2S2Tl2.

Output
total charge = -1
multiplicity = 2
HOMO-LUMO gap (alpha / beta) = 0.228 / 0.203 Ha
HOMO level (alpha / beta) = -0.2477 / -0.2400 Eh
⟨S²⟩ = 1.783

Each line ends with the Löwdin charge.
Atoms and positions in Å:
Tl1 -14.2130 28.9313 -1.0855  1.06
Tl2 -16.2906 25.7609 1.5548  1.02
P1 -14.0798 28.8855 2.2959  -0.07
O1 -14.4460 29.7604 3.4827  -0.08
O2 -13.9263 27.3851 2.7561  -0.29
O3 -13.0377 29.4884 1.3813  -0.34
O4 -15.3318 28.8003 1.4133  -0.30
P2 -16.0492 26.1831 -1.6095  -0.12
O5 -16.5456 27.3349 -0.7404  -0.42
O6 -15.7357 26.5931 -3.0460  -0.37
O7 -16.7676 24.8723 -1.1252  -0.43
O8 -14.6650 26.0966 -0.8648  -0.36
C1 -19.9509 27.3321 -1.9122  -0.03
C2 -19.7323 26.1980 -2.9127  -0.29
C3 -19.7194 24.8415 -2.3307  -0.16
O9 -20.6342 24.0440 -2.9904  0.09
C4 -21.2509 24.8974 -3.9043  -0.57
O10 -22.0827 24.5508 -4.6860  0.14
O11 -20.9002 26.1411 -3.7715  0.11
H1 -20.0796 28.2875 -2.4208  0.05
H2 -19.1472 27.7020 -1.2756  0.08
H3 -20.9596 27.2947 -1.5010  0.09
H4 -18.8402 26.3460 -3.5212  0.14
H5 -20.0009 25.0147 -1.2920  0.14
H6 -18.7091 24.4326 -2.3126  0.11
C5 -13.0412 25.1338 -5.7790  0.00
C6 -12.6878 25.3580 -4.2855  -0.38
C7 -13.3123 24.3231 -3.3871  -0.13
O12 -12.1994 23.6535 -2.9256  0.07
C8 -11.0340 24.2198 -3.3092  -0.47
O13 -9.9026 23.9198 -2.9493  0.13
O14 -11.3680 25.2382 -4.1582  0.10
H7 -12.3671 25.8773 -6.2044  0.08
H8 -14.0058 25.3413 -6.2421  0.08
H9 -12.8818 24.1045 -6.1001  0.09
H10 -13.0416 26.3036 -3.8748  0.15
H11 -13.9876 23.8128 -4.0737  0.12
H12 -13.9330 24.6671 -2.5597  0.10
C9 -14.7824 20.7352 -1.5655  -0.03
C10 -15.8805 21.6709 -1.7770  -0.39
C11 -16.3883 22.0578 -3.2284  -0.04
O15 -17.4970 21.1545 -3.5207  0.09
C12 -17.9873 20.6912 -2.4230  -0.43
O16 -18.9716 19.9156 -2.2913  0.08
O17 -17.0892 21.1681 -1.3290  0.03
H13 -15.0474 19.7231 -1.8714  0.09
H14 -14.6111 20.5805 -0.5003  0.06
H15 -13.8812 21.0150 -2.1112  0.09
H16 -15.6514 22.6881 -1.4592  0.11
H17 -15.5613 21.9557 -3.9311  0.12
H18 -16.6746 23.1090 -3.2601  0.11
C13 -17.1728 28.9177 -5.0931  -0.26
S1 -17.5639 29.4655 -3.4241  0.85
O18 -16.2249 30.1050 -2.9379  -0.66
C14 -18.8095 30.7882 -3.8693  -0.24
H19 -16.1750 28.4794 -5.1122  0.05
H20 -17.2613 29.7874 -5.7443  0.04
H21 -17.8438 28.1487 -5.4758  0.05
H22 -18.9734 31.3529 -2.9514  0.04
H23 -19.6317 30.4110 -4.4775  0.06
H24 -18.3118 31.5913 -4.4129  0.04
C15 -13.6833 22.8927 3.2981  -0.25
S2 -14.1063 22.4703 1.5407  0.86
O19 -15.5420 23.0094 1.4178  -0.66
C16 -12.9615 23.6313 0.7582  -0.24
H25 -13.5372 23.9526 3.5059  0.05
H26 -12.7968 22.3669 3.6527  0.04
H27 -14.3692 22.6186 4.0997  0.05
H28 -13.0412 23.6599 -0.3285  0.04
H29 -11.9212 23.4739 1.0428  0.06
H30 -13.1598 24.6091 1.1972  0.04

***

Computed total energy (eV) in order:
-44627.0277; -36437.8877; -35132.6519; -105617.0694